Entry from the OMol25 dataset: a cluster of 14 separate species, C38H53N13O8 in total in a non-equilibrium geometry (wB97M-V/def2-TZVPD).

Energy relative to the best compared isomer or geometry (same formula, charge and spin)   0.0 kJ/mol
Calculated total energy   -2793.5473 Eh
Total charge   0
Multiplicity   1
E_LUMO   -0.192 eV
HOMO energy   -0.2908 Eh

Last column: Mulliken charge in e.
Atoms and positions in Å:
C 1.14778 1.74567 -6.15531  0.39
O 1.70303 2.56097 -6.92723  -0.72
N 0.85444 2.10431 -4.85052  -0.09
N 0.94758 0.42791 -6.51061  -0.26
H 0.40875 1.41495 -4.26769  0.16
H 1.22872 2.99231 -4.58787  0.17
H 0.66969 -0.19346 -5.75460  0.37
H 1.00187 0.18464 -7.47283  0.19
C -0.99728 -1.93729 -4.15844  0.59
O -0.40573 -0.87850 -4.36534  -0.64
N -1.06115 -2.96135 -5.09148  -0.40
N -1.58961 -2.19173 -2.93309  -0.07
H -1.55717 -3.79226 -4.84186  0.16
H -0.81274 -2.81185 -6.04792  0.23
H -1.48074 -1.45751 -2.25494  -0.17
H -2.25274 -2.93060 -2.84066  0.11
C -0.39956 1.43271 -1.27552  -0.90
C 0.93327 1.14254 -1.03242  -0.09
C 1.27815 0.02031 -0.28821  -0.12
C 0.24576 -0.79512 0.19538  0.32
C -1.09760 -0.55068 -0.07727  -0.59
C -1.40422 0.60934 -0.78486  0.22
O -2.73671 0.87948 -1.05910  -0.13
O 2.60616 -0.20871 -0.00519  -0.43
H -0.65669 2.37222 -1.75644  0.51
H 1.71367 1.78017 -1.43046  0.55
H 0.48786 -1.69121 0.76096  0.12
H -1.82624 -1.23966 0.32925  0.54
H -2.79346 1.68171 -1.60906  0.00
H 2.71649 -0.78869 0.77141  -0.02
C -7.03934 1.42715 0.87257  -0.73
C -5.89318 0.83628 0.33430  -0.14
C -5.89132 -0.49846 -0.03030  0.21
C -7.03735 -1.24883 0.17786  -0.40
C -8.18672 -0.68104 0.68547  -0.70
C -8.16533 0.66996 1.04703  0.85
O -9.24439 1.25137 1.62227  -0.55
O -4.83883 -1.07212 -0.67944  -0.38
H -6.90899 2.42873 1.25924  0.39
H -5.00413 1.44027 0.19277  0.28
H -7.03207 -2.31445 -0.03043  0.36
H -9.02465 -1.31191 0.94984  0.26
H -9.95041 0.62777 1.80212  0.29
H -4.11829 -0.43411 -0.81198  0.22
C 5.63896 1.03393 4.18314  -0.59
C 6.56474 1.03980 5.22424  -0.54
C 6.76229 -0.08088 6.01434  0.36
C 5.93944 -1.16822 5.84018  -0.52
C 5.01574 -1.19633 4.79528  -0.38
C 4.86043 -0.08610 3.98807  0.63
O 4.01607 -0.12417 2.91521  -0.20
O 7.72460 -0.08135 7.00865  -0.57
H 5.56735 1.93383 3.58847  0.33
H 7.24718 1.88354 5.24733  0.36
H 6.05374 -2.02366 6.49458  0.37
H 4.57279 -2.15240 4.54992  0.23
H 3.38066 -0.86368 3.01333  0.27
H 7.65789 0.74482 7.49765  0.32
C -0.86208 -3.25254 4.09296  -0.13
C -2.25174 -3.52001 4.41081  0.16
N -3.32273 -3.73364 4.67787  -0.34
H -0.83724 -2.61819 3.20404  -0.13
H -0.21670 -4.12156 4.02799  0.11
H -0.38481 -2.62901 4.85702  0.32
C 4.47873 2.68064 0.39078  0.51
C 5.89666 2.89146 0.15623  0.30
N 6.98837 3.06039 -0.04028  -0.41
H 4.09741 2.05181 -0.41257  -0.33
H 3.86388 3.56797 0.50231  0.11
H 4.36552 2.11069 1.31634  -0.21
C 2.62378 6.13504 -1.39879  -0.86
C 1.94614 5.07500 -2.14832  0.40
N 1.39060 4.31488 -2.79586  -0.42
H 3.25303 6.64667 -2.12009  0.28
H 3.19465 5.79288 -0.54164  0.24
H 1.81758 6.74436 -0.98784  0.29
C 3.44851 0.70246 -3.61537  0.25
C 3.85668 -0.69696 -3.54207  0.27
N 4.12390 -1.84135 -3.49794  -0.58
H 3.56810 1.09035 -4.62723  0.39
H 4.09480 1.28471 -2.96291  0.23
H 2.38865 0.73139 -3.39783  -0.47
C -3.91002 5.74428 -0.55384  -0.84
C -3.43710 4.62132 -1.37421  0.39
N -3.09589 3.72793 -2.01092  -0.50
H -3.75760 5.55320 0.49872  0.26
H -4.93938 5.89240 -0.88683  0.28
H -3.37878 6.63115 -0.90427  0.34
C -3.98861 -4.04412 -0.08692  -0.34
C -3.36950 -5.34383 -0.23426  0.15
N -2.87683 -6.35416 -0.34830  -0.39
H -3.42804 -3.21099 0.33640  0.01
H -4.83994 -4.07749 0.59606  0.35
H -4.33464 -3.67844 -1.05535  0.26
C 1.77443 -3.55376 -1.88821  -0.39
C 0.83561 -4.00019 -0.85841  0.30
N 0.09248 -4.39264 -0.04930  -0.44
H 2.71890 -4.05526 -1.67836  0.45
H 1.99530 -2.48948 -1.80010  -0.19
H 1.34514 -3.73855 -2.86784  0.29
C 2.49420 -5.14702 2.60923  -1.01
C 2.70132 -3.71414 2.45825  0.35
N 2.79441 -2.59094 2.26115  -0.38
H 3.02202 -5.55014 3.46789  0.34
H 2.81033 -5.66668 1.70591  0.30
H 1.41780 -5.30993 2.67265  0.28
C -2.18101 2.38507 2.07172  0.12
C -3.50635 2.90025 2.38407  0.23
N -4.52399 3.36562 2.54622  -0.43
H -1.78350 1.74946 2.86441  0.37
H -1.44359 3.18137 1.98583  0.32
H -2.26733 1.79787 1.16117  -0.47